1.
C31H25N5O2Re | wB97M-V/def2-TZVPD

Structure (XYZ):
```
64
C31H25N5O2Re | OMol25 | wB97M-V/def2-TZVPD
Re -0.92 0.34 0.24
C -3.65 -1.14 1.98
C -2.59 -0.60 2.89
C -2.53 -0.99 4.23
C -1.54 -0.50 5.05
C -0.64 0.42 4.55
C -0.75 0.79 3.23
N -1.70 0.27 2.40
C 0.03 1.89 2.61
C 0.74 2.87 3.27
C 1.16 3.98 2.54
C 0.78 4.14 1.21
C 0.07 3.11 0.61
N -0.17 1.98 1.29
C -0.67 3.17 -0.67
C -0.61 4.22 -1.54
C -1.47 4.23 -2.64
C -2.35 3.19 -2.80
C -2.35 2.12 -1.91
C -3.26 0.95 -2.10
N -1.52 2.12 -0.86
H -4.56 -1.34 2.54
H -3.87 -0.44 1.18
H -3.33 -2.08 1.53
H -3.27 -1.69 4.61
H -1.48 -0.82 6.09
H 0.13 0.85 5.18
H 0.92 2.81 4.33
H 1.73 4.76 3.03
H 1.00 5.05 0.68
H 0.08 5.04 -1.37
H -1.45 5.05 -3.34
H -3.04 3.17 -3.63
H -4.07 1.20 -2.78
H -2.70 0.11 -2.52
H -3.69 0.62 -1.15
O -1.86 -1.26 -0.58
N -1.26 -2.42 -0.49
N -0.32 -2.41 0.34
O -0.05 -1.31 1.03
C 0.45 -3.59 0.62
C 1.73 -3.42 1.14
C 2.48 -4.56 1.39
C 1.95 -5.82 1.13
C 0.67 -5.95 0.62
C -0.10 -4.84 0.36
H 2.12 -2.43 1.33
H 3.48 -4.46 1.79
H 2.55 -6.70 1.34
H 0.27 -6.94 0.42
H -1.10 -4.93 -0.04
C 0.43 0.28 -1.18
C 1.34 0.26 -2.01
C 2.36 0.21 -2.99
C 2.70 1.36 -3.71
C 3.70 1.30 -4.66
C 4.36 0.11 -4.91
C 4.03 -1.04 -4.20
C 3.03 -1.00 -3.24
H 2.18 2.29 -3.51
H 3.96 2.19 -5.22
H 5.14 0.07 -5.66
H 4.54 -1.97 -4.40
H 2.76 -1.88 -2.68
```

The value obtained for the energy above the lowest of the compared OMol25 structures with the same formula, charge and spin is 17.3 kcal/mol. The molar mass is 685.781 g/mol. Its HOMO-LUMO gap (alpha / beta) is 6.84 / 6.02 eV. The total charge is +2. For the HOMO energy (alpha / beta), the calculation gives -13.3 / -13.6 eV. The spin multiplicity is 4.

2.
C31H25N5O2S3W | wB97M-V/def2-TZVPD

Structure (XYZ):
```
67
C31H25N5O2S3W | OMol25 | wB97M-V/def2-TZVPD
W 0.01 -0.01 -0.17
C -0.88 1.97 1.31
C -1.36 0.95 2.13
C -2.74 0.69 2.19
C -3.61 1.47 1.46
C -3.13 2.49 0.63
C -1.78 2.74 0.55
H 0.15 2.30 1.41
H -0.69 0.43 2.80
H -3.11 -0.07 2.85
H -4.68 1.32 1.55
H -3.82 3.12 0.09
H -1.41 3.56 -0.05
S 0.11 -3.59 2.74
C -0.78 -4.15 1.36
C -1.35 -5.41 1.17
C -1.88 -5.70 -0.07
C -1.81 -4.76 -1.11
C -1.26 -3.51 -0.91
C -0.77 -3.18 0.36
N -0.15 -1.99 0.75
C 0.43 -2.13 1.94
C 1.34 -1.08 2.35
C 2.11 -1.13 3.51
C 3.03 -0.11 3.74
C 3.17 0.91 2.81
C 2.39 0.95 1.66
C 1.45 -0.05 1.40
H -1.35 -6.15 1.96
H -2.32 -6.67 -0.25
H -2.17 -5.03 -2.09
H -1.16 -2.83 -1.74
H 2.01 -1.94 4.21
H 3.64 -0.13 4.63
H 3.91 1.69 2.98
H 2.54 1.77 0.96
O 0.91 1.47 -0.97
N 1.69 2.47 -1.32
C 1.22 3.16 -2.31
C -0.02 2.76 -2.92
N -1.01 2.35 -3.34
C 1.96 4.28 -2.80
N 2.54 5.18 -3.22
S 0.83 -1.97 -4.25
C 0.28 -0.93 -3.04
N 0.79 -1.11 -1.84
C 1.75 -2.13 -1.86
C 2.57 -2.54 -0.81
C 3.46 -3.57 -1.03
C 3.56 -4.19 -2.29
C 2.78 -3.77 -3.35
C 1.88 -2.73 -3.12
H -0.46 -0.16 -3.25
H 2.54 -2.04 0.15
H 4.11 -3.89 -0.23
H 4.27 -4.99 -2.43
H 2.87 -4.23 -4.32
C -4.27 -1.61 -0.70
S -2.98 -0.89 -1.69
C -3.83 0.57 -2.26
O -1.97 -0.38 -0.63
H -4.59 -0.89 0.05
H -3.86 -2.51 -0.24
H -5.09 -1.88 -1.37
H -4.57 0.22 -2.99
H -3.10 1.21 -2.75
H -4.31 1.07 -1.43
```

The value obtained for the energy above the lowest of the compared OMol25 structures with the same formula, charge and spin is 8.2 kcal/mol. The molar mass is 779.615 g/mol. Its HOMO-LUMO gap (alpha / beta) is 7.45 / 7.22 eV. The total charge is +2. For the HOMO energy (alpha / beta), the calculation gives -13.7 / -14.2 eV. The spin multiplicity is 3.

3.
C31H25N6O4Pt | wB97M-V/def2-TZVPD

Structure (XYZ):
```
67
C31H25N6O4Pt | OMol25 | wB97M-V/def2-TZVPD
Pt 0.04 -0.04 -0.15
O -2.46 0.59 6.20
C -1.81 1.69 5.61
C -1.29 1.27 4.26
C -0.46 2.11 3.53
C -0.02 1.72 2.29
N -0.35 0.55 1.75
C -1.15 -0.28 2.45
C -1.64 0.05 3.70
C -1.50 -1.54 1.76
C -2.06 -2.64 2.40
C -2.36 -3.77 1.67
C -2.92 -5.00 2.35
O -3.66 -4.70 3.51
C -2.12 -3.76 0.30
C -1.54 -2.64 -0.27
N -1.22 -1.56 0.44
H -2.79 0.85 7.07
H -0.97 2.04 6.22
H -2.50 2.54 5.47
H -0.15 3.07 3.92
H 0.62 2.36 1.69
H -2.30 -0.62 4.24
H -2.24 -2.62 3.47
H -2.08 -5.62 2.67
H -3.50 -5.59 1.64
H -4.54 -4.39 3.26
H -2.36 -4.61 -0.32
H -1.32 -2.61 -1.33
C 2.94 -4.10 -2.50
C 2.70 -3.57 -1.25
C 1.87 -2.46 -1.11
C 1.27 -1.92 -2.24
C 1.50 -2.45 -3.50
C 2.34 -3.54 -3.63
N 0.37 -0.79 -2.05
N -0.16 -0.41 -3.11
C -1.12 0.67 -3.09
C -1.55 1.07 -4.34
C -2.49 2.09 -4.38
C -2.94 2.64 -3.18
C -2.43 2.15 -1.98
N -1.54 1.17 -1.94
H 3.59 -4.96 -2.61
H 3.18 -3.98 -0.37
H 1.71 -2.00 -0.15
H 1.04 -2.01 -4.37
H 2.53 -3.96 -4.61
H -1.16 0.61 -5.23
H -2.87 2.45 -5.33
H -3.67 3.44 -3.17
H -2.72 2.57 -1.03
O 3.32 0.14 -0.55
C 2.76 1.21 -0.63
N 1.38 1.42 -0.52
C 1.10 2.77 -0.65
O 0.00 3.29 -0.52
C 2.38 3.48 -0.91
C 2.65 4.82 -1.12
C 3.98 5.18 -1.32
C 4.99 4.23 -1.30
C 4.71 2.88 -1.09
C 3.39 2.54 -0.90
H 1.85 5.55 -1.13
H 4.23 6.22 -1.49
H 6.01 4.54 -1.46
H 5.49 2.13 -1.07
```

The value obtained for the energy above the lowest of the compared OMol25 structures with the same formula, charge and spin is 0.0 kcal/mol. The molar mass is 740.657 g/mol. Its HOMO-LUMO gap is 7.49 eV. The total charge is +1. For the HOMO energy, the calculation gives -11.1 eV. The spin multiplicity is 1.

4.
C31H25N7S2Sn | wB97M-V/def2-TZVPD

Structure (XYZ):
```
66
C31H25N7S2Sn | OMol25 | wB97M-V/def2-TZVPD
Sn 0.45 -0.22 0.10
C 0.57 -2.23 4.37
C 0.28 -1.42 3.15
N 0.86 -1.63 2.02
N 1.75 -2.59 1.88
C 2.40 -2.79 0.77
N 3.29 -3.77 0.71
S 2.20 -1.89 -0.73
C -0.67 -0.32 3.24
C -1.18 0.12 4.46
C -2.06 1.19 4.50
C -2.42 1.80 3.30
C -1.87 1.31 2.13
N -1.02 0.29 2.10
H 1.24 -3.06 4.12
H -0.35 -2.63 4.79
H 1.05 -1.62 5.13
H 3.51 -4.32 1.53
H 3.82 -3.92 -0.13
H -0.89 -0.36 5.38
H -2.45 1.54 5.44
H -3.12 2.62 3.28
H -2.13 1.74 1.18
C -2.77 2.16 -2.20
C -3.80 1.27 -2.49
C -3.71 -0.02 -2.01
C -2.58 -0.41 -1.28
N -1.60 0.46 -1.04
C -1.69 1.70 -1.47
C -2.41 -1.80 -0.80
C -3.42 -2.75 -0.86
C -3.15 -4.05 -0.46
C -1.88 -4.36 -0.01
C -0.94 -3.35 0.05
N -1.21 -2.11 -0.32
H -2.81 3.18 -2.55
H -4.65 1.58 -3.08
H -4.49 -0.73 -2.22
H -0.87 2.36 -1.21
H -4.41 -2.50 -1.21
H -3.92 -4.81 -0.49
H -1.62 -5.36 0.29
H 0.06 -3.54 0.39
S 3.04 3.06 -2.61
C 2.07 2.34 -3.85
C 2.04 2.64 -5.20
C 1.14 1.95 -5.99
C 0.31 0.97 -5.44
C 0.35 0.66 -4.10
C 1.23 1.35 -3.27
N 1.37 1.23 -1.92
C 2.27 2.04 -1.44
C 2.59 2.12 -0.04
C 3.66 2.90 0.43
C 3.99 2.93 1.77
C 3.25 2.19 2.68
C 2.17 1.44 2.25
C 1.88 1.42 0.91
H 2.68 3.39 -5.61
H 1.09 2.17 -7.05
H -0.38 0.45 -6.09
H -0.28 -0.12 -3.68
H 4.24 3.47 -0.28
H 4.82 3.52 2.11
H 3.51 2.20 3.73
H 1.58 0.89 2.96
```

The value obtained for the energy above the lowest of the compared OMol25 structures with the same formula, charge and spin is 27.3 kcal/mol. The molar mass is 678.435 g/mol. Its HOMO-LUMO gap is 7.09 eV. The total charge is +2. For the HOMO energy, the calculation gives -13.4 eV. The spin multiplicity is 1.

5.
C31H26BMnN9S2Se | wB97M-V/def2-TZVPD

Structure (XYZ):
```
71
C31H26BMnN9S2Se | OMol25 | wB97M-V/def2-TZVPD
Mn -0.02 -0.12 0.28
C -0.76 3.64 2.65
C -1.54 3.17 3.69
C -1.86 1.82 3.75
C -1.38 0.97 2.76
N -0.62 1.44 1.76
C -0.33 2.74 1.70
C -1.60 -0.49 2.72
C -2.29 -1.16 3.73
C -2.36 -2.55 3.73
C -1.71 -3.26 2.73
C -1.04 -2.59 1.71
C -1.01 -1.20 1.68
H -0.50 4.69 2.56
H -1.91 3.85 4.45
H -2.47 1.44 4.56
H 0.26 3.06 0.85
H -2.77 -0.61 4.53
H -2.90 -3.06 4.51
H -1.73 -4.35 2.74
H -0.56 -3.17 0.93
C 1.50 -2.59 -2.75
N 0.49 -1.74 -3.36
C 0.52 -1.28 -4.66
C -0.61 -0.57 -4.84
N -1.34 -0.60 -3.67
B -2.82 -0.03 -3.70
N -3.43 0.30 -2.30
C -4.75 0.00 -2.02
C -5.10 0.66 -0.89
N -3.98 1.36 -0.49
C -3.90 2.23 0.68
C -2.97 1.15 -1.37
S -1.40 1.81 -1.25
C -0.66 -1.31 -2.77
S -1.12 -1.71 -1.15
H 2.46 -2.37 -3.20
H 1.26 -3.64 -2.91
H 1.53 -2.41 -1.68
H 1.34 -1.50 -5.32
H -0.98 -0.05 -5.71
H -3.51 -0.89 -4.19
H -2.78 0.98 -4.37
H -5.32 -0.66 -2.64
H -6.03 0.68 -0.35
H -4.91 2.54 0.94
H -3.30 3.09 0.44
H -3.46 1.70 1.53
Se 7.71 -0.15 -0.14
N 6.59 -0.40 1.21
C 5.39 -0.23 0.74
C 4.18 -0.36 1.54
C 4.20 -0.65 2.90
C 3.01 -0.75 3.58
C 1.82 -0.60 2.88
N 1.78 -0.33 1.58
C 2.94 -0.19 0.92
C 2.85 0.18 -0.50
N 1.61 0.41 -0.99
C 1.49 0.79 -2.26
C 2.59 0.95 -3.11
C 3.85 0.71 -2.62
C 3.99 0.32 -1.28
C 5.30 0.10 -0.66
N 6.43 0.19 -1.31
H 5.16 -0.78 3.40
H 2.98 -0.97 4.64
H 0.87 -0.72 3.37
H 0.48 0.99 -2.60
H 2.42 1.26 -4.13
H 4.73 0.82 -3.23
```

The value obtained for the energy above the lowest of the compared OMol25 structures with the same formula, charge and spin is 6.5 kcal/mol. The molar mass is 733.456 g/mol. Its HOMO-LUMO gap (alpha / beta) is 6.20 / 6.41 eV. The total charge is +1. For the HOMO energy (alpha / beta), the calculation gives -9.7 / -9.9 eV. The spin multiplicity is 5.

6.
C31H26Cl2NO8SiY | wB97M-V/def2-TZVPD

Structure (XYZ):
```
70
C31H26Cl2NO8SiY | OMol25 | wB97M-V/def2-TZVPD
Y -0.95 -0.05 0.23
O 0.05 2.22 4.05
C -0.41 1.53 3.14
O -0.28 1.67 1.89
C -1.31 0.35 3.54
C -1.65 0.09 4.86
C -2.47 -0.99 5.14
C -2.91 -1.79 4.09
C -2.51 -1.47 2.80
N -1.73 -0.42 2.54
C -2.83 -2.37 1.60
O -3.66 -3.27 1.76
O -2.14 -2.11 0.56
H -1.24 0.73 5.63
H -2.76 -1.22 6.16
H -3.55 -2.64 4.23
C 0.44 5.43 -3.90
C 0.24 3.95 -3.72
C -0.99 3.37 -3.98
C -1.20 2.01 -3.79
C -2.56 1.39 -4.02
C -0.14 1.21 -3.37
C 1.12 1.75 -3.18
C 2.28 0.86 -2.80
C 1.29 3.13 -3.33
C -0.38 -0.28 -3.11
O -0.15 -1.08 -4.01
O -0.84 -0.57 -1.94
H -0.41 5.99 -3.53
H 0.57 5.69 -4.95
H 1.33 5.77 -3.36
H -1.82 4.00 -4.31
H -3.28 2.14 -4.36
H -2.93 0.94 -3.10
H -2.49 0.59 -4.76
H 2.11 0.41 -1.82
H 3.21 1.43 -2.76
H 2.38 0.05 -3.52
H 2.26 3.57 -3.12
C 2.98 -4.44 -1.97
C 3.89 -3.44 -1.66
C 3.49 -2.37 -0.86
C 2.19 -2.26 -0.37
C 1.29 -3.27 -0.71
C 1.68 -4.35 -1.50
Si 1.59 -0.76 0.69
C 1.77 -1.42 2.49
C 2.68 -0.89 3.40
C 2.73 -1.31 4.72
C 1.86 -2.30 5.17
C 0.94 -2.85 4.28
C 0.90 -2.41 2.97
H 3.28 -5.28 -2.59
H 4.90 -3.49 -2.03
H 4.21 -1.59 -0.63
H 0.26 -3.20 -0.39
H 0.95 -5.12 -1.75
H 2.85 0.07 0.64
H 3.36 -0.11 3.06
H 3.45 -0.87 5.40
H 1.89 -2.63 6.20
H 0.25 -3.61 4.63
H 0.16 -2.85 2.29
Cl -3.69 4.09 0.94
C -3.63 3.17 -0.58
Cl -5.26 2.71 -1.10
C -2.72 1.94 -0.35
O -3.22 0.88 0.07
O -1.51 2.14 -0.60
H -3.21 3.82 -1.34
```

The value obtained for the energy above the lowest of the compared OMol25 structures with the same formula, charge and spin is 21.5 kcal/mol. The molar mass is 728.446 g/mol. Its HOMO-LUMO gap is 6.83 eV. The total charge is -2. For the HOMO energy, the calculation gives -2.5 eV. The spin multiplicity is 1.

7.
C31H26Cl3GeMnN6OS3 | wB97M-V/def2-TZVPD

Structure (XYZ):
```
72
C31H26Cl3GeMnN6OS3 | OMol25 | wB97M-V/def2-TZVPD
Mn -0.99 0.51 -1.35
C 3.00 -0.91 -3.07
C 1.60 -1.03 -2.52
N 0.82 0.00 -2.47
N 1.33 1.09 -3.17
C 0.80 2.26 -3.05
S -0.41 2.72 -1.88
S 1.35 3.56 -4.08
C 3.12 3.12 -4.33
C 3.95 3.55 -3.15
C 4.53 4.81 -3.14
C 5.23 5.27 -2.03
C 5.36 4.46 -0.91
C 4.79 3.19 -0.91
C 4.09 2.74 -2.03
C 1.17 -2.41 -2.17
C 2.01 -3.46 -2.56
C 1.71 -4.80 -2.36
C 0.50 -5.15 -1.77
C -0.36 -4.15 -1.37
C -0.02 -2.82 -1.56
O -0.92 -1.83 -1.09
H 3.29 0.13 -3.15
H 3.06 -1.34 -4.07
H 3.71 -1.43 -2.42
H 3.40 3.67 -5.23
H 3.17 2.05 -4.53
H 4.43 5.46 -4.01
H 5.68 6.25 -2.04
H 5.89 4.81 -0.04
H 4.89 2.55 -0.04
H 3.64 1.75 -2.01
H 2.94 -3.23 -3.05
H 2.41 -5.56 -2.67
H 0.23 -6.19 -1.63
H -1.31 -4.41 -0.92
N -0.83 -4.17 8.53
C -1.09 -3.87 7.45
C -1.39 -3.49 6.09
C -0.66 -2.49 5.47
C -0.90 -2.18 4.14
C -1.87 -2.88 3.45
C -2.65 -3.84 4.07
C -2.40 -4.15 5.40
N -2.05 -2.62 2.04
C -3.24 -2.70 1.33
C -2.95 -2.42 0.04
N -1.60 -2.21 0.02
C -1.07 -2.31 1.22
H 0.10 -1.96 6.03
H -0.35 -1.38 3.66
H -3.41 -4.37 3.52
H -2.99 -4.91 5.89
H -4.19 -2.91 1.80
H -3.57 -2.33 -0.84
H -0.02 -2.20 1.45
S -0.94 0.81 1.23
C -2.38 1.68 1.66
N -2.21 2.91 2.18
C -3.21 3.70 2.62
C -4.50 3.25 2.60
C -4.73 1.99 2.04
C -3.69 1.21 1.58
H -1.27 3.29 2.14
H -2.94 4.69 2.96
H -5.30 3.86 2.97
H -5.75 1.62 1.96
H -3.87 0.25 1.12
Cl -1.46 5.75 -3.57
Ge -2.60 3.99 -2.87
Cl -3.10 0.46 -1.84
Cl -3.02 4.72 -0.78
```

The value obtained for the energy above the lowest of the compared OMol25 structures with the same formula, charge and spin is 51.4 kcal/mol. The molar mass is 828.698 g/mol. Its HOMO-LUMO gap (alpha / beta) is 6.61 / 6.71 eV. The total charge is +1. For the HOMO energy (alpha / beta), the calculation gives -10.0 / -10.1 eV. The spin multiplicity is 6.